[1]
Entry from OMol25: 2 unconnected molecules or ions with the total composition C5H16NO at a distorted geometry (wB97M-V/def2-TZVPD).

```
23
Properties=species:S:1:pos:R:3:mulliken_charge:R:1
C 0.71329 -0.10995 -0.58879 -0.407
C -0.32519 0.74103 0.21133 -0.668
C 0.03889 0.57564 1.78587 0.639
C -1.12114 -0.33070 2.23913 -1.590
C 0.10760 1.88114 2.55031 -1.803
N 0.10238 -0.19787 -2.04601 -0.355
H 1.75356 0.21346 -0.91891 0.289
H 0.70382 -1.24800 -0.28157 0.294
H -0.26191 1.75647 -0.15030 0.398
H -1.45998 0.41332 0.03928 0.348
H 0.96676 0.10702 1.87669 0.354
H -0.94082 -0.64102 3.25042 0.421
H -2.15501 -0.03263 2.20998 0.428
H -1.18378 -1.34776 1.70520 0.314
H 1.05044 2.47305 2.29174 0.324
H 0.17528 1.72589 3.53777 0.544
H -0.76058 2.43897 2.53383 0.449
H -0.15549 0.59759 -2.56426 0.319
H -0.74365 -0.72216 -1.99399 0.372
H 0.70809 -0.71433 -2.70270 0.351
H 1.54845 -2.82651 -4.71274 0.330
H 0.14870 -2.44952 -4.25246 0.320
O 1.09029 -2.30315 -4.01981 -0.670
```

The gap between HOMO and LUMO comes out at 11.11 eV. The spin multiplicity is 1. The net charge is +1. The HOMO energy comes out at -14.5 eV.



[2]
Entry from OMol25: 2 unconnected molecules or ions with the total composition C5H16NO at a distorted geometry (wB97M-V/def2-TZVPD).

```
23
Properties=species:S:1:pos:R:3:mulliken_charge:R:1
C -0.63608 0.52504 1.21434 -1.222
C -0.74586 0.63366 -0.29845 -0.086
C -0.54123 -0.71816 -0.93104 0.447
C -1.87120 -1.52786 -0.70556 -1.662
C 0.77659 -1.50891 -0.76858 -1.031
N 0.32116 1.61528 -0.58382 -0.377
H -1.68120 0.31299 1.71728 0.333
H 0.13612 -0.31226 1.58732 0.246
H -0.11657 1.44780 1.49000 0.439
H -1.67491 1.24633 -0.55686 0.354
H -0.61055 -0.48367 -1.97752 0.427
H -1.89843 -2.51059 -1.01505 0.475
H -1.88332 -1.62830 0.33441 0.429
H -2.73087 -0.94771 -1.10191 0.353
H 0.79870 -2.59974 -0.37955 0.315
H 1.23915 -1.53146 -1.80825 0.280
H 1.43940 -0.96592 0.00473 0.186
H 1.29118 1.31803 -0.13150 0.303
H 0.61114 1.68390 -1.64485 0.426
H 0.12070 2.63853 -0.39575 0.379
H 2.29498 1.22455 2.71050 0.295
H 3.14162 0.93060 1.47897 0.288
O 2.21948 1.15787 1.76111 -0.596
```

The gap between HOMO and LUMO comes out at 11.31 eV. The spin multiplicity is 1. The net charge is +1. The HOMO energy comes out at -14.7 eV.



[3]
Entry from OMol25: 3 unconnected molecules or ions with the total composition C5H16NO2 at a distorted geometry (wB97M-V/def2-TZVPD).

```
24
Properties=species:S:1:pos:R:3:mulliken_charge:R:1
C -1.45957 2.35968 -1.79031 -1.147
C -1.59093 0.90897 -1.30377 -0.173
C -0.77942 0.60141 -0.02737 -0.534
C 0.75795 0.64712 -0.22049 -0.551
C 2.06561 -1.39941 -0.61531 -0.251
N 1.17712 -0.55307 -0.98415 0.064
H -2.08676 2.54611 -2.64165 0.374
H -1.80920 3.09943 -0.96843 0.268
H -0.40667 2.65449 -2.00731 0.275
H -2.64742 0.68964 -1.05513 0.292
H -1.25761 0.21475 -2.17121 0.193
H -1.00981 1.38522 0.72156 0.323
H -1.06011 -0.39091 0.41537 0.252
H 1.03874 1.52156 -0.79223 0.320
H 1.24503 0.63212 0.76622 0.302
H 2.26034 -2.31064 -1.17386 0.346
H 2.64344 -1.16414 0.26843 0.299
H 0.68904 -0.70606 -1.88149 0.275
H 0.64803 -2.12902 1.97092 0.359
H 0.82180 -3.55307 1.41629 0.287
O 0.97369 -2.64625 1.23798 -0.547
H -0.85338 -0.99916 3.67355 0.306
H 0.64359 -0.54965 3.94916 0.314
O -0.00351 -0.85911 3.21322 -0.645
```

The gap between HOMO and LUMO comes out at 11.00 eV. The spin multiplicity is 1. The net charge is +1. The HOMO energy comes out at -14.9 eV.



[4]
Entry from OMol25: 2 unconnected molecules or ions with the total composition C5H16NO2 at a distorted geometry (wB97M-V/def2-TZVPD).

```
24
Properties=species:S:1:pos:R:3:mulliken_charge:R:1
C 0.09733 -2.42206 1.11550 -1.436
C -0.27422 -0.99562 0.93328 0.219
C 0.96562 -0.08924 0.91383 -0.858
C 0.84547 1.33781 0.28779 -0.518
C -0.34532 2.12827 0.78093 -0.637
O -1.39777 2.18967 -0.18535 -0.587
N -0.95533 -0.77706 -0.42109 -0.187
H 0.69377 -2.86837 0.32981 0.346
H -0.61144 -3.25899 1.15303 0.436
H 0.41593 -2.36959 2.15616 0.364
H -1.01699 -0.57794 1.62405 0.334
H 1.81985 -0.50498 0.39865 0.333
H 1.28396 -0.00075 1.95910 0.480
H 1.09023 1.29493 -0.76810 0.327
H 1.72237 1.90329 0.63577 0.381
H -0.83812 1.79637 1.66904 0.334
H -0.06040 3.19038 1.02583 0.316
H -1.14131 2.69477 -0.96231 0.338
H -1.39557 0.13357 -0.57940 0.356
H -1.76066 -1.40715 -0.54246 0.439
H -0.30366 -0.92118 -1.21053 0.260
H 1.55626 -0.43621 -2.77623 0.317
H 0.72697 -1.43471 -3.43634 0.305
O 0.99529 -1.18180 -2.54242 -0.662
```

The gap between HOMO and LUMO comes out at 11.29 eV. The spin multiplicity is 1. The net charge is +1. The HOMO energy comes out at -14.2 eV.



[5]
Entry from OMol25: 4 unconnected molecules or ions with the total composition C5H16NO4 at a distorted geometry (wB97M-V/def2-TZVPD).

```
26
Properties=species:S:1:pos:R:3:mulliken_charge:R:1
C -0.96198 1.56034 -0.09104 -0.158
O 0.03211 2.44891 0.15871 -0.413
C -0.92466 0.41145 0.96010 0.045
C -1.68428 -0.87244 0.58446 -0.690
C -0.81309 -2.11499 0.51431 -0.709
C 0.52050 -1.68760 -1.53284 -0.389
N 0.31907 -2.16781 -0.39761 -0.371
H -1.93418 2.05686 0.03223 0.366
H -0.99532 1.09706 -1.07938 -0.050
H -1.11389 0.85836 1.94055 0.408
H 0.11946 0.12244 1.10036 -0.278
H -2.27359 -0.72623 -0.32927 0.401
H -2.48579 -0.95611 1.32388 0.362
H -1.52372 -2.85932 0.13844 0.381
H -0.36113 -2.41064 1.45909 0.304
H 1.46231 -1.85823 -2.04700 0.248
H -0.18504 -1.06037 -2.09690 0.398
H 2.43551 0.35209 1.75095 0.411
H 1.97466 -1.02890 1.94573 0.308
O 2.49898 -0.37034 2.42432 -0.691
H 2.47912 2.27125 1.10714 0.322
H 1.22875 1.93897 0.38682 0.487
O 2.19711 1.53825 0.54411 -0.759
H -0.49724 1.76018 -2.86001 0.358
H 0.48874 0.62491 -2.62105 0.334
O -0.00242 1.07189 -3.31608 -0.626
```

The gap between HOMO and LUMO (alpha / beta) comes out at 10.05 / 6.10 eV. The spin multiplicity is 2. The HOMO energy (alpha / beta) comes out at -9.5 / -9.5 eV.



[6]
Entry from OMol25: a molecular structure, C5H16NORe at a distorted geometry (wB97M-V/def2-TZVPD).

```
24
Properties=species:S:1:pos:R:3:mulliken_charge:R:1
C -1.37306 1.98984 -1.01599 -1.323
Re -0.27973 0.31255 -1.62767 0.971
N 0.95588 -1.36795 -2.35031 -0.779
H -0.11844 0.99909 -3.10821 0.055
H 1.95213 -1.11566 -2.35995 0.330
H -1.70110 -0.21491 -2.30467 -0.047
H -1.83350 2.48696 -1.88417 0.316
H -0.69011 2.71552 -0.54596 0.405
H -2.17224 1.74641 -0.29711 0.373
H 0.89640 -2.22119 -1.77709 0.307
H 0.70033 -1.63979 -3.29081 0.336
C 0.58841 0.18828 2.51681 -0.626
C -0.14289 -1.10086 2.09337 -0.761
C 0.32818 -1.35134 0.66901 -0.303
O 0.60961 0.06654 0.13132 -0.589
C 0.35354 1.08393 1.32749 -0.338
H 0.20953 0.65030 3.41463 0.373
H 1.67463 -0.01871 2.63867 0.285
H -1.24154 -0.91521 2.07622 0.294
H 0.03734 -1.95889 2.72395 0.378
H 1.31832 -1.84619 0.63228 0.263
H -0.39388 -1.80589 -0.03877 0.479
H -0.71003 1.39200 1.24549 0.282
H 1.03222 1.92519 1.13148 0.320
```

The gap between HOMO and LUMO (alpha / beta) comes out at 9.27 / 9.57 eV. The spin multiplicity is 4. The net charge is +1. The HOMO energy (alpha / beta) comes out at -12.8 / -13.6 eV.



[7]
Entry from OMol25: 3 unconnected molecules or ions with the total composition C5H16O2 at a distorted geometry (wB97M-V/def2-TZVPD).

```
23
Properties=species:S:1:pos:R:3:mulliken_charge:R:1
C 1.85065 0.13201 0.64604 -1.233
C 0.35265 0.50084 0.43611 -0.268
C 0.01859 1.12394 -0.93508 0.622
C -1.51731 1.38860 -0.89193 -1.342
C 0.43992 0.10636 -2.00838 -1.397
H 2.05748 -0.86860 0.26709 0.199
H 2.31270 0.91377 -0.01237 0.292
H 2.16748 0.39591 1.65674 0.390
H -0.35704 -0.36087 0.45489 0.080
H 0.17997 1.19178 1.29060 0.326
H 0.57284 2.01167 -1.22130 0.305
H -1.76340 2.36143 -1.25498 0.399
H -1.69757 1.61944 0.16565 0.266
H -2.01397 0.49272 -1.26788 0.325
H 1.52221 -0.13184 -2.00062 0.376
H 0.29578 0.59504 -2.96144 0.410
H 0.11510 -0.93066 -1.95491 0.272
O -1.94679 -0.41019 3.12480 -0.667
H -1.11923 -0.91629 3.15823 0.327
H -1.90998 0.08109 2.29836 0.333
O 0.05211 -3.06920 0.70928 -0.628
H 0.85204 -3.45933 0.34600 0.308
H -0.46422 -2.76761 -0.04491 0.305
```

The gap between HOMO and LUMO comes out at 11.63 eV. The spin multiplicity is 1. The HOMO energy comes out at -11.0 eV. Its SMILES is CCC(C)C.O.O.



[8]
Entry from OMol25: 4 unconnected molecules or ions with the total composition C5H16O3 (wB97M-V/def2-TZVPD).

```
24
Properties=species:S:1:pos:R:3:mulliken_charge:R:1
C 0.50405 1.04818 -0.88230 -1.177
C 0.04212 -0.16659 -0.58925 0.864
C -1.07935 -0.81838 -1.32786 -1.402
C 0.57050 -0.91272 0.60602 -0.526
C -0.50429 -1.31962 1.61140 -1.235
H -0.05062 1.62641 -1.60863 0.511
H 1.33579 1.47858 -0.35434 0.296
H -0.94658 -0.71329 -2.40286 0.340
H -2.07251 -0.46256 -1.05539 0.392
H -1.06446 -1.88453 -1.12544 0.370
H 1.03601 -1.84756 0.27929 0.191
H 1.35008 -0.30054 1.07494 0.365
H -1.21618 -1.97819 1.11900 0.330
H -1.08121 -0.48686 2.01232 0.306
H -0.04863 -1.90631 2.41384 0.378
O 1.74228 -2.01118 -2.52299 -0.641
H 2.27662 -2.41502 -1.83263 0.299
H 1.93912 -1.06797 -2.46014 0.328
O 1.09116 2.23662 2.06596 -0.587
H 1.46028 2.32473 2.94804 0.293
H 0.13089 2.36359 2.10359 0.316
O -2.12247 2.44597 0.21156 -0.684
H -1.56383 3.13661 -0.15846 0.321
H -1.72878 1.63063 -0.12567 0.355
```

The gap between HOMO and LUMO comes out at 10.04 eV. The spin multiplicity is 1. The HOMO energy comes out at -9.4 eV. Its SMILES is C=C(C)CC.O.O.O.



[9]
Entry from OMol25: 3 unconnected molecules or ions with the total composition C5H16O3 at a distorted geometry (wB97M-V/def2-TZVPD).

```
24
Properties=species:S:1:pos:R:3:mulliken_charge:R:1
C -1.89506 -1.25004 -0.46579 -1.638
C -0.56989 -0.41119 -0.53346 0.671
C -0.86984 1.03003 -0.90377 -1.459
C 0.39041 -1.23681 -1.41577 -0.652
C 1.83566 -0.68114 -1.34618 -0.624
O 2.16910 -0.19037 -0.02893 -0.538
H -1.66866 -1.95096 0.33849 0.435
H -2.74803 -0.64734 -0.15850 0.395
H -2.07514 -1.84959 -1.34714 0.372
H -0.21354 -0.52820 0.47641 0.335
H -1.69562 1.07813 -1.61182 0.412
H -0.01912 1.63517 -1.20638 0.399
H -1.20115 1.54762 -0.00038 0.299
H 0.41146 -2.25450 -1.04096 0.386
H 0.05806 -1.00027 -2.42939 0.357
H 2.56001 -1.48279 -1.46677 0.345
H 2.00529 0.12427 -2.06387 0.289
H 1.60064 0.58485 0.09012 0.212
O 1.81291 1.87611 2.21978 -0.654
H 1.07518 2.47664 2.32841 0.320
H 1.78429 1.34218 1.42640 0.359
O -0.85474 0.56410 3.40642 -0.604
H -1.49010 0.04419 2.90647 0.311
H -0.40214 1.17989 2.82659 0.272
```

The gap between HOMO and LUMO comes out at 11.05 eV. The spin multiplicity is 1. The HOMO energy comes out at -10.6 eV. Its SMILES is CC(C)CCO.O.O.



[10]
Entry from OMol25: a molecular structure, C5H16OTa at a distorted geometry (wB97M-V/def2-TZVPD).

```
23
Properties=species:S:1:pos:R:3:mulliken_charge:R:1
C 2.82451 -0.11890 0.17799 -0.767
O 1.82821 0.24359 -0.75190 -0.291
C 1.11970 1.35347 -0.22812 -0.605
C -0.22820 1.49456 -0.96085 -0.548
C -1.49080 1.27357 -0.09108 -0.531
C -1.51963 0.05489 0.88672 -1.289
Ta -1.15844 -2.05561 0.02333 0.731
H 2.41446 -0.43665 1.14062 0.290
H 3.46087 0.76414 0.35404 0.326
H 3.38735 -0.94480 -0.24921 0.250
H 1.00884 1.31511 0.85832 0.346
H 1.72865 2.24234 -0.46484 0.370
H -0.27721 2.53773 -1.30404 0.282
H -0.19753 0.88751 -1.86216 0.397
H -1.56443 2.18163 0.53083 0.316
H -2.36635 1.29591 -0.74223 0.295
H -0.80120 0.19494 1.70738 0.328
H -2.51617 0.06500 1.34848 0.308
H 0.63724 -2.13617 0.54685 -0.331
H -1.54666 -2.77234 1.71796 -0.215
H -2.98214 -2.16848 -0.36422 -0.184
H -0.72078 -1.47431 -1.67701 -0.330
H -1.04026 -3.79712 -0.59685 -0.149
```

The gap between HOMO and LUMO comes out at 8.11 eV. The spin multiplicity is 1. The net charge is -1. The HOMO energy comes out at -4.5 eV.



[11]
Entry from OMol25: a gas-phase ion, C5H17B3O4P (charge -1) at a distorted geometry (wB97M-V/def2-TZVPD).

```
30
Properties=species:S:1:pos:R:3:mulliken_charge:R:1
C -3.84427 0.77837 2.55142 -0.968
C -2.49137 0.36883 1.66223 0.095
O -2.35953 1.40986 0.63428 -0.520
B -1.20045 1.19297 -0.25212 -0.727
O -0.98493 2.25547 -1.29853 -0.559
B -0.11031 -0.03880 -0.18050 3.247
B 0.61421 -0.43118 -1.60631 -1.382
O 1.08135 0.49395 -2.65495 -0.672
C 0.90163 -2.05974 -1.88639 -0.196
C 2.48520 -2.46089 -1.56149 -0.869
P 1.21574 0.50844 1.14541 -0.156
C 2.92522 0.79281 0.33143 -0.786
O 0.61809 2.04085 1.80644 -0.495
H -4.03961 1.94106 2.57069 0.248
H -3.73856 0.43008 3.68457 0.283
H -4.79512 0.19016 2.14292 0.217
H -2.74426 -0.70576 1.21228 0.157
H -1.59808 0.31920 2.41639 0.065
H -1.59793 1.98563 -2.07004 0.237
H -0.55473 -1.06120 0.25950 -0.455
H 0.56774 0.22205 -3.49440 0.248
H 0.74335 -2.28271 -3.04617 0.167
H 0.13270 -2.67556 -1.25448 0.116
H 2.81953 -3.28626 -2.33366 0.273
H 3.20071 -1.54707 -1.71564 0.201
H 2.53363 -2.93110 -0.48274 0.231
H 3.62489 1.24379 1.18656 0.323
H 2.90036 1.61741 -0.51216 0.209
H 3.41718 -0.21789 0.00187 0.179
H 0.27765 1.90724 2.74359 0.292
```

The gap between HOMO and LUMO comes out at 6.44 eV. The spin multiplicity is 1. The net charge is -1. The HOMO energy comes out at -3.2 eV.



[12]
Entry from OMol25: a molecular structure, C5H17HfN2O at a distorted geometry (wB97M-V/def2-TZVPD).

```
26
Properties=species:S:1:pos:R:3:mulliken_charge:R:1
C -1.10953 -0.92986 -1.64508 -1.459
Hf 0.04823 0.09039 -0.00518 1.124
N 1.55115 1.00148 -1.54803 -0.839
H -0.44840 -1.09807 1.11291 -0.242
H -1.41614 0.79866 -0.76900 -0.096
H -2.07169 -1.28802 -1.27542 0.360
H -0.52108 -1.81581 -1.87254 0.429
H -1.21379 -0.35710 -2.56635 0.394
H 2.51302 0.72336 -1.29860 0.309
H 1.54113 2.03587 -1.62111 0.328
H 1.37653 0.64994 -2.50070 0.327
C 0.96370 0.80803 5.04766 -1.009
N 0.71160 0.87613 3.60932 0.153
C -0.66961 0.97241 3.14510 -1.108
C 1.67786 0.61425 2.73139 0.824
C 3.09342 0.53837 3.10405 -1.053
O 1.38665 0.46824 1.48428 -0.581
H -0.01164 0.95786 5.50422 0.301
H 1.66224 1.58548 5.38050 0.372
H 1.37880 -0.16569 5.34888 0.405
H -0.76810 1.56012 2.20267 0.319
H -1.11213 -0.02342 2.99762 0.415
H -1.24383 1.50428 3.91521 0.368
H 3.53115 -0.43257 2.81073 0.310
H 3.59186 1.35786 2.54149 0.302
H 3.19419 0.69693 4.18519 0.347
```

The gap between HOMO and LUMO comes out at 7.63 eV. The spin multiplicity is 1. The net charge is +1. The HOMO energy comes out at -11.0 eV.



What did the ninth record say?
Entry from OMol25: 3 unconnected molecules or ions with the total composition C5H16O3 at a distorted geometry (wB97M-V/def2-TZVPD).

```
24
Properties=species:S:1:pos:R:3:mulliken_charge:R:1
C -1.89506 -1.25004 -0.46579 -1.638
C -0.56989 -0.41119 -0.53346 0.671
C -0.86984 1.03003 -0.90377 -1.459
C 0.39041 -1.23681 -1.41577 -0.652
C 1.83566 -0.68114 -1.34618 -0.624
O 2.16910 -0.19037 -0.02893 -0.538
H -1.66866 -1.95096 0.33849 0.435
H -2.74803 -0.64734 -0.15850 0.395
H -2.07514 -1.84959 -1.34714 0.372
H -0.21354 -0.52820 0.47641 0.335
H -1.69562 1.07813 -1.61182 0.412
H -0.01912 1.63517 -1.20638 0.399
H -1.20115 1.54762 -0.00038 0.299
H 0.41146 -2.25450 -1.04096 0.386
H 0.05806 -1.00027 -2.42939 0.357
H 2.56001 -1.48279 -1.46677 0.345
H 2.00529 0.12427 -2.06387 0.289
H 1.60064 0.58485 0.09012 0.212
O 1.81291 1.87611 2.21978 -0.654
H 1.07518 2.47664 2.32841 0.320
H 1.78429 1.34218 1.42640 0.359
O -0.85474 0.56410 3.40642 -0.604
H -1.49010 0.04419 2.90647 0.311
H -0.40214 1.17989 2.82659 0.272
```

The gap between HOMO and LUMO comes out at 11.05 eV. The spin multiplicity is 1. The HOMO energy comes out at -10.6 eV. Its SMILES is CC(C)CCO.O.O.